Record 1
A 2-piece molecular cluster, C5H15N3 overall at a distorted geometry. Source: the OMol25 dataset; level of theory: the ωB97M-V functional and the def2-TZVPD basis.

Output
Kohn-Sham gap ... 4.23 eV
Energy relative to the best compared isomer or geometry (same formula, charge and spin) ... 8.342 eV
Spin multiplicity ... 1

Last column: natural (NBO) charge in e.
Element x y z (Å)
C: -0.384 1.533 0.354  -0.3125
N: 0.652 0.567 0.074  -0.2614
C: 0.138 -0.599 -0.443  -0.2836
C: -0.949 -1.367 0.384  -0.4146
C: -0.744 -2.821 0.155  -0.3304
N: -0.584 -3.390 -1.157  -0.5607
C: 0.268 2.886 0.652  -0.2204
N: 1.173 3.370 -0.404  -0.8170
H: -0.868 1.216 1.293  0.2144
H: -1.150 1.603 -0.430  0.1841
H: 1.960 -2.026 1.714  0.0177
H: 0.907 -1.325 -0.729  0.2124
H: -0.281 -0.291 -1.434  0.2362
H: -1.928 -0.952 0.134  0.2199
H: -0.741 -1.141 1.437  0.2216
H: 1.866 -2.483 1.131  -0.0208
H: -1.304 -3.436 0.863  0.2721
H: 0.344 -3.012 0.309  0.2598
H: -1.233 -2.911 -1.796  0.2983
H: 0.845 2.778 1.567  0.1917
H: -0.484 3.667 0.791  0.1906
H: 0.597 3.540 -1.222  0.3405
H: 1.795 2.606 -0.639  0.3620

Record 2
A 3-piece molecular cluster, C6H16N2 overall at a distorted geometry. Source: the OMol25 dataset; level of theory: the ωB97M-V functional and the def2-TZVPD basis.

Output
Kohn-Sham gap ... 6.76 eV
Energy relative to the best compared isomer or geometry (same formula, charge and spin) ... 5.132 eV
Spin multiplicity ... 1

Last column: natural (NBO) charge in e.
Element x y z (Å)
C: 0.309 -0.223 0.827  0.2783
C: -1.675 -0.204 -0.611  -0.2481
C: 0.346 -0.622 -0.515  -0.3138
C: 3.244 0.024 -0.243  -0.4234
C: -2.561 -0.885 0.409  -0.6443
C: -1.914 1.275 -0.769  -0.6463
N: 2.359 -0.943 0.363  -0.9240
N: 0.478 1.036 1.255  -0.7618
H: 2.568 -1.874 0.005  0.3254
H: -0.047 -0.926 1.568  0.2193
H: -1.738 -0.713 -1.574  0.1910
H: 0.553 1.199 2.245  0.4032
H: 0.979 1.681 0.664  0.4022
H: 0.686 0.056 -1.286  0.2176
H: 0.249 -1.673 -0.731  0.2329
H: 3.094 0.204 -1.328  0.1290
H: 3.127 1.000 0.252  0.1507
H: 4.310 -0.230 -0.127  0.1834
H: -2.263 -1.925 0.576  0.2070
H: -1.238 1.718 -1.507  0.2045
H: -3.611 -0.903 0.085  0.2122
H: -2.540 -0.369 1.374  0.1943
H: -1.781 1.811 0.176  0.2027
H: -2.937 1.487 -1.108  0.2081

Q: What is the spin multiplicity in the second record?
A: 1

Q: What is the Kohn-Sham gap in the first record?
A: 4.23 eV

Q: Which value of energy relative to the best compared isomer or geometry (same formula, charge and spin) does entry 2 give?
A: 5.132 eV